1.
Computed, not measured: 2 unconnected molecules or ions with the total composition Cl2HNS, with ωB97M-V/def2-TZVPD.

Last columns: bonded neighbours and bond lengths (Å).
Element x y z (Å)
1 N -0.134 0.202 -0.703  S2 1.591, H5 0.957
2 S -1.621 0.375 -1.241  N1 1.591, Cl4 1.981
3 Cl -2.524 2.609 0.903  no bonds
4 Cl -2.775 -0.817 -0.159  S2 1.981
5 H -0.093 0.025 0.237  N1 0.957

Output
largest force on an atom	4.9	eV/Å
net charge	0
orbital gap (spin up / spin down)	9.05 / 5.66	eV
spin multiplicity	1
energy relative to the best compared isomer or geometry (same formula, charge and spin)	164.56	kJ/mol
LUMO level (spin up / spin down)	-2.035 / -3.656	eV

=====

2.
Computed, not measured: C3H4INS in the gas phase, with ωB97M-V/def2-TZVPD.

Last columns: bonded neighbours and bond lengths (Å).
Element x y z (Å)
1 S -0.274 -3.422 -1.070  C2 1.599
2 C 0.688 -2.160 -0.874  S1 1.599, N3 1.379, H7 0.990
3 N 0.184 -0.992 -0.343  C2 1.379, C4 1.267
4 C 0.181 -0.141 0.596  N3 1.267, C5 1.514, H8 1.114
5 C -0.774 1.032 0.550  C4 1.514, I6 2.456, H9 1.127, H10 1.060
6 I -1.062 2.798 2.231  C5 2.456
7 H 1.662 -2.193 -1.045  C2 0.990
8 H 0.517 -0.439 1.616  C4 1.114
9 H -0.830 1.744 -0.322  C5 1.127
10 H -1.683 0.541 0.787  C5 1.060

Output
largest force on an atom	5.7	eV/Å
net charge	0
orbital gap	7.90	eV
spin multiplicity	1
SMILES	S=C/N=C/CI
energy relative to the best compared isomer or geometry (same formula, charge and spin)	200.44	kJ/mol
LUMO level	-0.992	eV

=====

3.
Computed, not measured: 3 unconnected molecules or ions with the total composition C4H14NO2, with ωB97M-V/def2-TZVPD.

Last columns: bonded neighbours and bond lengths (Å).
Element x y z (Å)
1 C -1.429 -0.410 -1.251  C2 1.576, H6 1.080, H7 1.090, H8 1.093
2 C -1.385 0.151 0.221  C1 1.576, C3 1.493, H9 1.088, H10 1.091
3 C -0.175 -0.309 0.965  C2 1.493, C4 1.319, N5 1.502
4 C -0.161 -1.299 1.838  C3 1.319, H11 1.082, H12 1.094
5 N 1.121 0.268 0.472  C3 1.502, H13 1.017, H14 1.051, H15 1.038
6 H -2.444 -0.239 -1.577  C1 1.080
7 H -1.247 -1.483 -1.205  C1 1.090
8 H -0.682 0.157 -1.811  C1 1.093
9 H -2.238 -0.248 0.767  C2 1.088
10 H -1.433 1.229 0.060  C2 1.091
11 H -1.068 -1.736 2.232  C4 1.082
12 H 0.731 -1.897 2.043  C4 1.094
13 H 1.826 0.240 1.205  N5 1.017
14 H 1.395 -0.324 -0.352  N5 1.051
15 H 0.941 1.274 0.291  N5 1.038
16 H 1.000 3.616 0.640  O18 0.964
17 H -0.506 3.421 0.232  O18 0.973
18 O 0.346 2.968 0.353  H16 0.964, H17 0.973
19 H 2.581 -1.781 -1.830  O21 0.955
20 H 1.098 -2.146 -1.742  O21 0.959
21 O 1.730 -1.451 -1.549  H19 0.955, H20 0.959

Output
largest force on an atom	1.8	eV/Å
net charge	+1
orbital gap	11.03	eV
spin multiplicity	1
energy relative to the best compared isomer or geometry (same formula, charge and spin)	101.83	kJ/mol
LUMO level	-2.886	eV

=====

The evaluated E_tot for the records listed, in turn: -37383.4527, -23598.9552, -9953.7056 eV.